1 | Here is a 4-piece molecular cluster, C3H16N2O3 overall from the OMol25 dataset. Energies are from the ωB97M-V functional and the def2-TZVPD basis.

```
24
Properties=species:S:1:pos:R:3:mulliken_charge:R:1
C 1.45 0.89 1.29 -1.047
C 0.13 1.48 0.80 -0.503
N -0.96 0.48 1.14 -0.399
C -2.26 0.92 0.46 -0.608
N -2.58 0.03 -0.62 -0.467
H 1.82 1.11 2.29 0.387
H 2.08 1.41 0.55 0.239
H 1.51 -0.19 1.21 0.237
H -0.08 2.41 1.37 0.446
H 0.08 1.71 -0.26 0.443
H -1.13 0.71 2.12 0.258
H -2.07 1.93 0.12 0.320
H -3.14 0.88 1.11 0.365
H -1.80 -0.26 -1.17 0.268
H -3.28 -0.65 -0.41 0.212
O 2.53 -1.25 -0.74 -0.570
H 3.11 -0.67 -1.27 0.303
H 2.57 -2.09 -1.19 0.307
O -0.11 -2.35 -0.30 -0.633
H -0.28 -2.44 0.66 0.358
H 0.51 -1.62 -0.12 0.147
O 0.72 -0.47 -2.44 -0.620
H 0.73 -0.81 -1.54 0.259
H 0.46 -1.17 -3.03 0.298
```

Highest occupied orbital energy in eV: -8.680
Net charge: 0
SMILES: CCNCN.O.O.O

=====

2 | Here is a 4-piece molecular cluster, C3H16N2O3 overall from the OMol25 dataset. Energies are from the ωB97M-V functional and the def2-TZVPD basis.

```
24
Properties=species:S:1:pos:R:3:mulliken_charge:R:1
C -0.94 -0.43 1.99 -1.621
C -0.44 0.26 0.71 0.615
N -0.27 1.72 0.94 -0.561
C -1.41 0.08 -0.47 -0.450
N -0.75 0.54 -1.67 -0.403
H -1.30 -1.43 1.75 0.348
H -0.10 -0.45 2.68 0.382
H -1.75 0.10 2.48 0.401
H 0.52 -0.14 0.38 -0.011
H -1.14 2.15 1.19 0.253
H 0.42 1.78 1.68 0.247
H -2.26 0.72 -0.19 0.221
H -1.81 -0.92 -0.65 0.371
H -0.65 -0.01 -2.50 0.215
H 0.04 1.16 -1.55 0.041
O 1.95 3.15 -1.93 -0.655
H 1.21 2.96 -1.35 0.341
H 2.46 3.86 -1.53 0.310
O 0.24 -3.93 0.23 -0.663
H -0.65 -3.95 -0.14 0.315
H 0.47 -2.99 0.30 0.337
O 2.02 -1.38 -0.43 -0.675
H 1.97 -0.65 -1.05 0.314
H 2.19 -2.21 -0.89 0.328
```

Highest occupied orbital energy in eV: -8.704
Net charge: 0
SMILES: C[C@H](N)CN.O.O.O

=====

Q: What are the energies relative to the best structure? A: 1 0.912; 2 0.000, in eV.

=====

1 | Here is a single C2H7N3O molecule from the OMol25 dataset. Energies are from the ωB97M-V functional and the def2-TZVPD basis.

```
13
Properties=species:S:1:pos:R:3:mulliken_charge:R:1
C 1.25 1.23 0.28 -1.017
C 0.79 -0.14 -0.14 0.862
O 1.31 -0.76 -1.12 -0.680
N 0.36 -1.03 0.82 -0.490
N -0.98 -0.03 0.28 -0.132
N -1.87 -0.50 -0.67 -0.508
H 2.34 1.25 0.27 0.312
H 0.89 1.95 -0.45 0.249
H 0.87 1.52 1.26 0.351
H 0.14 -1.95 0.43 0.303
H -1.44 0.40 1.08 0.219
H -1.39 -0.50 -1.57 0.288
H -2.25 -1.42 -0.46 0.243
```

Highest occupied orbital energy in eV: -8.995
Net charge: 0
SMILES: C[C@@]1([O-])N[N@@H+]1N

=====

2 | Here is a single C2H7N3O molecule from the OMol25 dataset. Energies are from the ωB97M-V functional and the def2-TZVPD basis.

```
13
Properties=species:S:1:pos:R:3:mulliken_charge:R:1
H 1.56 -1.88 -0.57 0.242
N 0.49 -1.85 -0.67 -0.732
C 0.11 -0.64 -0.27 0.521
C 0.96 0.14 0.75 -0.646
O 0.88 1.52 0.49 -0.523
N -0.95 -0.03 -1.02 -0.148
N -2.06 0.59 -0.24 -0.583
H 0.53 0.07 1.70 0.221
H 1.84 -0.43 1.03 0.385
H 1.74 1.70 -0.20 0.357
H -1.22 -0.77 -1.57 0.322
H -1.73 1.68 -0.07 0.306
H -2.17 -0.09 0.63 0.278
```

Highest occupied orbital energy in eV: -9.317
Net charge: 0
SMILES: [H]/N=C(\CO)NN

=====

Q: What are the energies relative to the best structure? A: 1 0.243; 2 0.000, in eV.

=====

1 | Here is a single C2H7N3O molecule from the OMol25 dataset. Energies are from the ωB97M-V functional and the def2-TZVPD basis.

```
13
Properties=species:S:1:pos:R:3:mulliken_charge:R:1
C -2.13 0.96 -0.96 -0.767
N -0.52 1.14 -1.30 -0.424
N 0.45 0.58 -0.45 -0.301
C 0.06 -0.56 0.04 -0.119
N 0.87 -1.53 0.70 -0.259
O 1.73 -0.76 1.82 -0.439
H -2.65 1.98 -1.40 0.270
H -2.32 0.78 0.19 0.294
H -2.60 0.20 -1.57 0.315
H -0.40 2.21 -1.22 0.274
H -0.85 -0.91 -0.31 0.459
H -0.11 -2.00 1.26 0.348
H 1.93 0.08 1.38 0.348
```

Highest occupied orbital energy in eV: -8.662
Net charge: 0
SMILES: CN/N=C/NO

=====

2 | Here is a single C2H7N3O molecule from the OMol25 dataset. Energies are from the ωB97M-V functional and the def2-TZVPD basis.

```
13
Properties=species:S:1:pos:R:3:mulliken_charge:R:1
H -2.24 -1.24 -0.10 0.169
N -1.34 -1.16 0.44 -0.648
C -0.54 -0.16 0.14 0.362
C 0.73 -0.50 0.91 -0.449
O 1.70 -1.04 0.10 -0.525
N -0.92 0.97 -0.44 -0.164
N 0.13 1.87 -1.05 -0.621
H 0.11 -1.05 1.87 0.228
H 1.24 0.45 1.45 0.281
H 1.09 -1.77 -0.51 0.426
H -1.68 0.68 -1.09 0.273
H 0.65 2.26 -0.09 0.328
H 0.91 1.19 -1.25 0.338
```

Highest occupied orbital energy in eV: -9.524
Net charge: 0
SMILES: [H]/N=C(/CO)NN

=====

3 | Here is a single C2H7N3O molecule from the OMol25 dataset. Energies are from the ωB97M-V functional and the def2-TZVPD basis.

```
13
Properties=species:S:1:pos:R:3:mulliken_charge:R:1
H -2.24 -1.18 0.03 0.188
N -1.21 -1.21 -0.06 -0.637
C -0.70 -0.07 -0.15 0.420
N -1.39 1.18 0.08 -0.405
N 0.66 0.11 -0.31 0.108
C 1.27 -1.09 0.11 -0.826
O 1.22 1.33 0.08 -0.533
H -0.86 1.96 0.24 0.194
H -2.48 1.13 0.05 0.225
H 2.26 -1.07 -0.37 0.232
H 0.54 -1.76 -0.27 0.422
H 1.47 -1.18 1.19 0.265
H 1.45 1.86 -0.63 0.347
```

Highest occupied orbital energy in eV: -8.916
Net charge: 0
SMILES: [H]/N=C(\N)N(C)O

=====

4 | Here is a 2-piece molecular cluster, C2H7N3O overall from the OMol25 dataset. Energies are from the ωB97M-V functional and the def2-TZVPD basis.

```
13
Properties=species:S:1:pos:R:3:mulliken_charge:R:1
C 0.24 1.02 0.16 0.248
C 2.44 -0.93 0.16 -0.786
N -0.66 0.18 -0.04 -0.142
N -2.82 -0.62 -0.04 -0.591
N -1.97 0.54 -0.45 -0.288
O 0.49 2.28 -0.07 -0.420
H 2.35 -0.29 1.05 0.282
H 1.40 -1.29 -0.16 0.266
H 3.33 -0.92 -0.49 0.286
H -2.99 -0.98 -1.00 0.270
H -2.15 -1.29 0.34 0.308
H -2.40 1.31 0.06 0.259
H -0.05 2.71 -0.66 0.306
```

Highest occupied orbital energy (spin up / spin down) in eV: -8.694 / -8.652
Net charge: 0

=====

Q: What are the energies relative to the best structure? A: 1 2.897; 2 1.411; 3 0.000; 4 4.425, in eV.